Entry 1:
A gas-phase ion, C3H7N2S (charge +1), computed with ωB97M-V with the def2-TZVPD basis set.

HOMO level = -13.77 eV
Electronic energy = -17030.6824 eV
Multiplicity = 1
Charge = +1
Energy above the lowest of the compared OMol25 structures with the same formula, charge and spin = 2.888 eV

Each line ends with the natural charge from an NBO analysis.
Geometry (Å):
C (0.3696, -0.9859, -0.3366)  0.11
C (-0.9310, -0.4825, -0.2655)  -0.41
C (2.0723, 0.4909, 0.7027)  -0.43
N (-3.1681, 0.7755, -0.3862)  -0.99
N (1.6872, -0.6997, -0.0098)  -0.50
S (-2.2907, -0.2970, 0.5174)  0.99
H (0.3363, -1.8972, -0.9481)  0.26
H (2.6535, 1.1531, 0.0587)  0.23
H (1.1841, 1.0204, 1.0388)  0.22
H (2.6742, 0.2276, 1.5736)  0.23
H (-2.8360, 1.1444, -1.2633)  0.43
H (-4.1651, 0.8011, -0.2440)  0.43
H (2.4137, -1.2507, -0.4377)  0.43

Atoms 1-2, force components in eV/Å:
C 0.970 -0.772 -0.479
C 1.956 0.237 1.330

Entry 2:
A molecular structure, C26H34ErNO, computed with ωB97M-V with the def2-TZVPD basis set.

HOMO level (spin up / spin down) = -7.05 / -7.02 eV
Electronic energy = -58671.1920 eV
Multiplicity = 4

Each line ends with the Mulliken spin population.
Geometry (Å):
C (-0.8507, -2.7687, 2.7428)  -0.01
C (-1.0585, -1.3409, 2.9584)  0.00
C (-1.6901, -0.7640, 1.7977)  0.00
H (-0.8047, -0.7973, 3.8639)  0.00
C (-1.9617, -1.8426, 0.8927)  -0.01
C (-1.4512, -3.0768, 1.4627)  -0.01
H (-2.4997, -1.7070, -0.0560)  0.00
C (2.9574, -1.1427, 1.6463)  -0.01
C (2.1150, -0.5067, 2.6391)  0.01
C (1.4937, 0.6403, 2.0309)  -0.01
H (2.0165, -0.8499, 3.6751)  0.00
C (1.9575, 0.7657, 0.6814)  0.00
C (2.8637, -0.3417, 0.4650)  -0.01
H (-2.0015, 0.2930, 1.6377)  0.00
H (-1.5333, -4.0852, 1.0427)  0.00
H (-0.4356, -3.5027, 3.4579)  0.00
H (3.4075, -0.5082, -0.4663)  0.00
H (0.8049, 1.3557, 2.5016)  0.00
H (3.6040, -2.0227, 1.8268)  0.00
Er (0.5923, -1.6350, 1.0910)  3.05
C (1.9650, 2.0748, -0.1423)  0.00
C (3.4221, 2.4563, -0.4575)  0.00
C (1.3533, 3.2781, 0.5866)  0.00
H (3.9291, 2.7101, 0.4790)  0.00
H (3.4503, 3.3488, -1.0896)  0.00
H (3.9866, 1.6656, -0.9559)  0.00
H (1.8956, 3.4329, 1.5289)  0.00
H (0.2792, 3.1547, 0.7770)  0.00
H (1.5061, 4.1808, -0.0352)  0.00
C (1.2085, 1.9395, -1.5539)  0.00
C (-0.3458, 1.8792, -1.6343)  0.00
H (1.5730, 1.0108, -2.0315)  0.00
H (1.5042, 2.8159, -2.1774)  0.00
O (-1.0362, 1.0051, -1.0636)  0.00
N (-1.1490, 2.7281, -2.3769)  0.00
C (-2.4980, 2.1255, -2.4800)  0.00
H (-0.7650, 3.2526, -3.1854)  0.00
C (-3.2296, 2.2145, -1.1487)  0.00
C (-4.1419, 1.2396, -0.7286)  0.00
H (-4.2590, 0.3182, -1.3004)  0.00
C (-4.9075, 1.4409, 0.4239)  0.00
H (-5.6719, 0.7123, 0.7179)  0.00
C (-4.7266, 2.5903, 1.2077)  0.00
H (-5.3522, 2.7712, 2.0941)  0.00
C (-3.7366, 3.5143, 0.8426)  0.00
H (-3.5635, 4.4123, 1.4430)  0.00
C (-2.9745, 3.3016, -0.3120)  0.00
H (-2.1672, 3.9888, -0.5746)  0.00
H (-2.3268, 1.0621, -2.7219)  0.00
H (-3.0714, 2.5957, -3.3115)  0.00
C (1.6002, -4.4857, -0.0095)  0.00
C (1.9754, -3.4796, -1.1109)  0.00
C (2.2798, -4.1691, -2.4523)  0.00
C (0.8715, -2.4322, -1.2544)  -0.02
H (0.6029, -4.9285, -0.1794)  0.00
H (1.5935, -4.0357, 1.0136)  0.00
H (2.3327, -5.3118, 0.0258)  0.00
H (2.9134, -2.9774, -0.8057)  0.00
H (1.3837, -4.6481, -2.8630)  0.00
H (2.6282, -3.4284, -3.1800)  0.00
H (3.0636, -4.9282, -2.3473)  0.00
H (1.1411, -1.6390, -1.9604)  0.00
H (-0.0623, -2.9195, -1.5877)  0.00

Atoms 1-2, force components in eV/Å:
C -1.470 0.921 -0.245
C -0.403 -0.736 -0.399

Entry 3:
4 unconnected molecules or ions with the total composition C4H14NO3, computed with ωB97M-V with the def2-TZVPD basis set.

HOMO level = -13.64 eV
Electronic energy = -12000.2921 eV
Multiplicity = 1
Charge = +1
Energy above the lowest of the compared OMol25 structures with the same formula, charge and spin = 1.518 eV

Each line ends with the natural charge from an NBO analysis.
Geometry (Å):
C (0.6982, 1.7180, 1.6323)  -0.66
C (-0.1459, 1.4607, 0.4225)  -0.10
C (-0.3692, 0.2132, 0.0182)  -0.09
N (-0.8985, -0.0224, -1.2971)  -0.41
C (-1.0791, -1.2114, -1.6953)  0.08
H (0.3641, 2.5215, 2.2907)  0.24
H (0.8196, 0.8471, 2.2788)  0.23
H (1.6998, 1.9995, 1.3219)  0.25
H (-0.5202, 2.3628, -0.0480)  0.22
H (-0.0640, -0.6619, 0.5708)  0.24
H (-1.1271, 0.8393, -1.8074)  0.48
H (-1.5318, -1.4057, -2.6628)  0.21
H (-0.8164, -2.1195, -1.1493)  0.26
H (-3.2222, 1.9761, -1.3029)  0.50
H (-2.3158, 3.1308, -2.0823)  0.51
O (-2.5866, 2.1973, -1.9826)  -0.99
H (-0.1533, -4.3516, -0.3195)  0.50
H (0.7600, -3.5396, 0.6877)  0.50
O (0.0639, -3.4665, 0.0153)  -0.98
H (3.6812, -1.4916, 1.3299)  0.48
H (3.5679, -0.3177, 2.2843)  0.48
O (3.1754, -0.6785, 1.4947)  -0.95

Atoms 1-2, force components in eV/Å:
C -0.059 -0.120 0.765
C 0.410 -0.039 1.112